[1]
The following is a DFT calculation (ωB97M-V with the def2-TZVPD basis set) of the molecule C23H26N2O5.

Results
HOMO-LUMO gap in Eh: 0.30866
F_max in hartree/bohr: 0.0158
Energy in a.u.: -1377.7455

The geometry in ORCA input format:
```
! RIJCOSX wB97M-V def2-TZVPD def2/J DEFGRID3
* xyz 0 1
C -5.61 -1.95 -1.57
C -4.62 -1.36 -0.57
C -5.25 -0.20 0.21
O -4.36 0.34 1.18
C -3.32 1.11 0.78
C -3.10 1.58 -0.51
C -1.98 2.34 -0.79
C -1.04 2.61 0.20
C -1.28 2.17 1.50
C -2.41 1.45 1.79
H -2.61 1.11 2.79
H -0.59 2.43 2.28
C 0.22 3.27 -0.18
C 1.44 2.75 0.12
C 2.64 3.28 -0.45
O 2.73 4.32 -1.11
C 3.75 2.29 -0.15
O 4.93 2.36 -0.43
N 3.17 1.27 0.53
C 3.91 0.14 1.03
C 3.91 -1.03 0.04
C 4.63 -2.25 0.63
O 4.73 -3.33 -0.25
C 3.52 -3.99 -0.53
H 3.79 -4.89 -1.09
H 2.85 -3.39 -1.14
H 3.01 -4.28 0.40
H 4.11 -2.56 1.56
H 5.66 -1.98 0.88
H 4.41 -0.73 -0.88
H 2.88 -1.30 -0.20
H 3.49 -0.17 1.98
H 4.94 0.48 1.18
C 1.75 1.45 0.82
C 0.90 0.31 0.30
C 0.74 0.10 -1.07
N -0.02 -0.86 -1.57
C -0.66 -1.66 -0.73
C -0.56 -1.55 0.64
C 0.24 -0.55 1.17
H 0.34 -0.43 2.24
H -1.09 -2.23 1.29
H -1.27 -2.42 -1.20
H 1.25 0.72 -1.79
H 1.62 1.52 1.91
O 0.11 4.37 -0.92
H 1.02 4.67 -1.18
H -1.81 2.70 -1.79
H -3.79 1.37 -1.31
H -5.61 0.58 -0.47
H -6.10 -0.56 0.80
H -3.73 -1.01 -1.08
H -4.31 -2.13 0.15
H -5.15 -2.77 -2.11
H -5.91 -1.19 -2.29
H -6.50 -2.31 -1.06
*
```

Okay, here come the natural (NBO) numbers, in e, for every atom: number 1, C, carries -0.606; number 2, C, carries -0.428; number 3, C, carries -0.061; number 4, O, carries -0.487; number 5, C, carries 0.326; number 6, C, carries -0.266; number 7, C, carries -0.147; number 8, C, carries -0.166; number 9, C, carries -0.153; number 10, C, carries -0.264; number 11, H, carries 0.228; number 12, H, carries 0.218; number 13, C, carries 0.479; number 14, C, carries -0.262; number 15, C, carries 0.452; number 16, O, carries -0.571; number 17, C, carries 0.579; number 18, O, carries -0.576; number 19, N, carries -0.403; number 20, C, carries -0.220; number 21, C, carries -0.441; number 22, C, carries -0.052; number 23, O, carries -0.530; number 24, C, carries -0.251; number 25, H, carries 0.196; number 26, H, carries 0.168; number 27, H, carries 0.160; number 28, H, carries 0.151; number 29, H, carries 0.189; number 30, H, carries 0.223; number 31, H, carries 0.207; number 32, H, carries 0.194; number 33, H, carries 0.235; number 34, C, carries -0.059; number 35, C, carries -0.068; number 36, C, carries 0.043; number 37, N, carries -0.414; number 38, C, carries 0.027; number 39, C, carries -0.255; number 40, C, carries -0.166; number 41, H, carries 0.215; number 42, H, carries 0.222; number 43, H, carries 0.194; number 44, H, carries 0.199; number 45, H, carries 0.200; number 46, O, carries -0.636; number 47, H, carries 0.523; number 48, H, carries 0.228; number 49, H, carries 0.216; number 50, H, carries 0.171; number 51, H, carries 0.196; number 52, H, carries 0.209; number 53, H, carries 0.205; number 54, H, carries 0.218; number 55, H, carries 0.204; number 56, H, carries 0.205

[2]
The following is a DFT calculation (ωB97M-V with the def2-TZVPD basis set) of the molecule C23H26N4O2S.

Results
HOMO-LUMO gap in Eh: 0.31759
F_max in hartree/bohr: 0.0157
Energy in a.u.: -1659.8083

The geometry in ORCA input format:
```
! RIJCOSX wB97M-V def2-TZVPD def2/J DEFGRID3
* xyz 0 1
C -1.84 5.59 4.37
C -1.67 4.31 3.62
C -1.87 4.26 2.24
C -1.73 3.07 1.55
C -1.41 1.90 2.23
C -1.20 1.94 3.60
C -1.33 3.14 4.28
H -1.18 3.16 5.35
H -0.95 1.04 4.13
H -1.32 0.97 1.69
C -2.00 3.01 0.07
O -3.09 2.70 -0.37
N -0.96 3.35 -0.73
C 0.40 3.54 -0.28
H 0.42 3.70 0.80
C 1.24 2.31 -0.66
N 1.18 2.12 -2.09
C 2.10 1.11 -2.58
C 1.87 -0.24 -1.95
N 0.91 -0.98 -2.40
C 0.66 -2.12 -1.72
C 1.35 -2.55 -0.59
C 0.85 -3.79 -0.09
C -0.18 -4.27 -0.84
S -0.58 -3.23 -2.18
C -0.90 -5.54 -0.58
C -0.61 -6.01 0.85
C 0.89 -5.95 1.14
C 1.37 -4.50 1.12
H 2.46 -4.44 1.14
H 1.01 -3.97 2.01
H 1.10 -6.39 2.11
H 1.42 -6.52 0.38
H -0.98 -7.03 0.98
H -1.14 -5.37 1.56
H -1.97 -5.41 -0.73
H -0.56 -6.30 -1.29
C 2.43 -1.74 -0.09
O 3.15 -1.94 0.87
N 2.61 -0.58 -0.86
H 3.36 0.03 -0.56
H 3.12 1.45 -2.37
H 1.97 1.03 -3.66
C -0.20 1.91 -2.53
C -1.04 3.12 -2.15
H -2.09 2.96 -2.41
H -0.66 4.01 -2.67
H -0.20 1.78 -3.61
H -0.64 1.01 -2.08
H 2.28 2.49 -0.37
H 0.86 1.44 -0.09
H 0.81 4.42 -0.79
H -2.13 5.16 1.70
H -2.85 5.65 4.78
H -1.70 6.45 3.72
H -1.14 5.65 5.20
*
```

Okay, here come the natural (NBO) numbers, in e, for every atom: number 1, C, carries -0.627; number 2, C, carries -0.023; number 3, C, carries -0.159; number 4, C, carries -0.131; number 5, C, carries -0.206; number 6, C, carries -0.197; number 7, C, carries -0.208; number 8, H, carries 0.209; number 9, H, carries 0.216; number 10, H, carries 0.218; number 11, C, carries 0.670; number 12, O, carries -0.609; number 13, N, carries -0.432; number 14, C, carries -0.221; number 15, H, carries 0.232; number 16, C, carries -0.237; number 17, N, carries -0.427; number 18, C, carries -0.253; number 19, C, carries 0.444; number 20, N, carries -0.503; number 21, C, carries 0.048; number 22, C, carries -0.239; number 23, C, carries -0.028; number 24, C, carries -0.163; number 25, S, carries 0.440; number 26, C, carries -0.438; number 27, C, carries -0.386; number 28, C, carries -0.391; number 29, C, carries -0.423; number 30, H, carries 0.239; number 31, H, carries 0.215; number 32, H, carries 0.211; number 33, H, carries 0.197; number 34, H, carries 0.211; number 35, H, carries 0.199; number 36, H, carries 0.221; number 37, H, carries 0.214; number 38, C, carries 0.656; number 39, O, carries -0.614; number 40, N, carries -0.594; number 41, H, carries 0.420; number 42, H, carries 0.199; number 43, H, carries 0.233; number 44, C, carries -0.235; number 45, C, carries -0.233; number 46, H, carries 0.250; number 47, H, carries 0.195; number 48, H, carries 0.211; number 49, H, carries 0.190; number 50, H, carries 0.200; number 51, H, carries 0.172; number 52, H, carries 0.200; number 53, H, carries 0.207; number 54, H, carries 0.224; number 55, H, carries 0.216; number 56, H, carries 0.217

[3]
The following is a DFT calculation (ωB97M-V with the def2-TZVPD basis set) of the molecule C23H26N4O3.

Results
HOMO-LUMO gap in Eh: 0.29736
F_max in hartree/bohr: 0.0171
Energy in a.u.: -1336.8365

The geometry in ORCA input format:
```
! RIJCOSX wB97M-V def2-TZVPD def2/J DEFGRID3
* xyz 0 1
C -0.16 -2.16 1.60
H -0.59 -3.11 1.94
O 1.23 -2.24 1.46
C 1.72 -2.89 0.30
C 1.01 -4.20 -0.04
H 0.94 -4.83 0.84
H 0.01 -4.02 -0.43
H 1.58 -4.73 -0.80
H 2.77 -3.12 0.56
C 1.75 -1.95 -0.92
N 2.66 -0.86 -0.70
C 2.49 0.42 -0.21
C 3.77 0.93 0.03
C 3.96 2.22 0.54
N 2.94 2.99 0.80
C 1.69 2.55 0.56
C 0.64 3.46 0.82
C -0.66 3.13 0.56
C -0.98 1.87 0.03
C 0.02 0.96 -0.22
C 1.37 1.26 0.03
H -0.25 0.01 -0.66
C -2.38 1.54 -0.27
C -2.94 0.32 0.09
C -4.26 0.05 -0.22
C -4.98 1.04 -0.88
N -4.47 2.20 -1.23
C -3.21 2.45 -0.94
H -2.83 3.41 -1.26
H -6.02 0.88 -1.14
C -4.90 -1.27 0.17
C -4.13 -2.44 -0.46
H -4.12 -2.33 -1.54
H -4.61 -3.39 -0.21
H -3.10 -2.47 -0.10
C -4.92 -1.41 1.70
H -3.92 -1.36 2.10
H -5.51 -0.60 2.12
H -5.37 -2.36 1.98
O -6.23 -1.27 -0.33
H -6.65 -2.09 -0.07
H -2.34 -0.39 0.63
H -1.45 3.83 0.77
H 0.91 4.42 1.22
H 4.94 2.62 0.74
N 4.69 -0.03 -0.33
C 4.02 -1.14 -0.77
O 4.51 -2.18 -1.16
C 6.12 0.07 -0.25
H 6.53 -0.88 -0.61
H 6.49 0.88 -0.87
H 6.44 0.23 0.78
H 0.76 -1.57 -1.16
H 2.13 -2.51 -1.78
H -0.65 -1.87 0.66
H -0.35 -1.39 2.35
*
```

Okay, here come the natural (NBO) numbers, in e, for every atom: number 1, C, carries -0.254; number 2, H, carries 0.171; number 3, O, carries -0.535; number 4, C, carries 0.097; number 5, C, carries -0.648; number 6, H, carries 0.223; number 7, H, carries 0.203; number 8, H, carries 0.228; number 9, H, carries 0.207; number 10, C, carries -0.240; number 11, N, carries -0.401; number 12, C, carries 0.184; number 13, C, carries 0.070; number 14, C, carries 0.042; number 15, N, carries -0.417; number 16, C, carries 0.130; number 17, C, carries -0.172; number 18, C, carries -0.202; number 19, C, carries -0.061; number 20, C, carries -0.209; number 21, C, carries -0.040; number 22, H, carries 0.200; number 23, C, carries -0.010; number 24, C, carries -0.197; number 25, C, carries -0.072; number 26, C, carries 0.043; number 27, N, carries -0.404; number 28, C, carries 0.021; number 29, H, carries 0.194; number 30, H, carries 0.214; number 31, C, carries 0.231; number 32, C, carries -0.620; number 33, H, carries 0.224; number 34, H, carries 0.205; number 35, H, carries 0.205; number 36, C, carries -0.621; number 37, H, carries 0.210; number 38, H, carries 0.225; number 39, H, carries 0.204; number 40, O, carries -0.717; number 41, H, carries 0.471; number 42, H, carries 0.212; number 43, H, carries 0.218; number 44, H, carries 0.229; number 45, H, carries 0.195; number 46, N, carries -0.393; number 47, C, carries 0.769; number 48, O, carries -0.654; number 49, C, carries -0.413; number 50, H, carries 0.248; number 51, H, carries 0.205; number 52, H, carries 0.205; number 53, H, carries 0.206; number 54, H, carries 0.238; number 55, H, carries 0.152; number 56, H, carries 0.202

[4]
The following is a DFT calculation (ωB97M-V with the def2-TZVPD basis set) of the molecule C23H26N4O3S at a distorted geometry.

Results
HOMO-LUMO gap in Eh: 0.31834
F_max in hartree/bohr: 0.0338
Energy in a.u.: -1734.9747

The geometry in ORCA input format:
```
! RIJCOSX wB97M-V def2-TZVPD def2/J DEFGRID3
* xyz 0 1
C -1.79 -2.34 -5.73
C -0.65 -2.42 -4.76
C -0.39 -1.36 -3.89
C 0.66 -1.40 -2.99
C 1.47 -2.53 -2.94
C 1.22 -3.59 -3.79
C 0.18 -3.54 -4.70
H -0.01 -4.37 -5.36
H 1.86 -4.47 -3.76
H 2.28 -2.57 -2.24
C 0.89 -0.26 -2.04
H 1.96 -0.16 -1.84
H 0.52 0.67 -2.48
C 0.16 -0.54 -0.72
N 0.24 0.57 0.20
C 1.18 0.75 1.14
O 1.11 1.65 1.98
C 2.36 -0.15 1.19
C 3.24 -0.12 2.25
S 4.47 -1.26 1.97
N 3.78 -1.69 0.51
N 2.73 -1.05 0.26
H 3.20 0.50 3.12
C -0.87 1.54 0.20
C -1.42 1.80 -1.16
C -2.40 1.20 -1.90
C -2.48 1.93 -3.11
C -1.54 2.91 -3.02
O -0.90 2.84 -1.84
H -1.25 3.69 -3.70
H -3.14 1.74 -3.93
H -3.01 0.37 -1.60
H -0.46 2.48 0.59
C -1.93 0.99 1.18
O -2.87 0.29 0.83
N -1.67 1.33 2.45
H -0.79 1.80 2.65
C -2.42 0.84 3.58
H -3.30 0.33 3.16
C -1.56 -0.11 4.44
C -1.55 0.49 5.85
H -2.38 0.09 6.43
C -1.76 1.98 5.61
H -0.84 2.44 5.24
H -2.08 2.51 6.50
C -2.82 1.99 4.51
H -3.80 1.79 4.95
H -2.87 2.94 3.97
H -0.62 0.28 6.38
H -0.55 -0.13 4.03
H -1.94 -1.13 4.43
H -0.90 -0.73 -0.91
H 0.59 -1.43 -0.26
H -1.03 -0.49 -3.93
H -1.61 -1.54 -6.44
H -1.90 -3.28 -6.27
H -2.72 -2.13 -5.20
*
```

Okay, here come the natural (NBO) numbers, in e, for every atom: number 1, C, carries -0.648; number 2, C, carries 0.092; number 3, C, carries -0.258; number 4, C, carries -0.004; number 5, C, carries -0.225; number 6, C, carries -0.195; number 7, C, carries -0.258; number 8, H, carries 0.205; number 9, H, carries 0.210; number 10, H, carries 0.218; number 11, C, carries -0.426; number 12, H, carries 0.227; number 13, H, carries 0.216; number 14, C, carries -0.223; number 15, N, carries -0.387; number 16, C, carries 0.661; number 17, O, carries -0.670; number 18, C, carries -0.037; number 19, C, carries -0.383; number 20, S, carries 0.641; number 21, N, carries -0.341; number 22, N, carries -0.184; number 23, H, carries 0.269; number 24, C, carries -0.180; number 25, C, carries 0.254; number 26, C, carries -0.279; number 27, C, carries -0.323; number 28, C, carries 0.091; number 29, O, carries -0.402; number 30, H, carries 0.206; number 31, H, carries 0.231; number 32, H, carries 0.258; number 33, H, carries 0.260; number 34, C, carries 0.686; number 35, O, carries -0.637; number 36, N, carries -0.615; number 37, H, carries 0.428; number 38, C, carries -0.065; number 39, H, carries 0.237; number 40, C, carries -0.416; number 41, C, carries -0.402; number 42, H, carries 0.197; number 43, C, carries -0.404; number 44, H, carries 0.194; number 45, H, carries 0.213; number 46, C, carries -0.408; number 47, H, carries 0.207; number 48, H, carries 0.219; number 49, H, carries 0.210; number 50, H, carries 0.206; number 51, H, carries 0.218; number 52, H, carries 0.229; number 53, H, carries 0.231; number 54, H, carries 0.209; number 55, H, carries 0.217; number 56, H, carries 0.212; number 57, H, carries 0.216